No. 1
{
  "formula": "C2H8N3",
  "method": "wB97M-V/def2-TZVPD",
  "symbols": ["C", "C", "N", "N", "N", "H", "H", "H", "H", "H", "H", "H", "H"],
  "positions_angstrom": [[0.955, -1.536, -0.243], [0.389, -0.725, 0.856], [1.119, -0.131, 0.009], [1.730, 1.020, -0.244], [-1.431, 0.734, -0.630], [1.664, -2.206, -0.098], [0.284, -1.876, -1.133], [0.246, -0.793, 1.923], [2.282, 1.099, -1.154], [1.279, 1.886, -0.015], [-1.114, 0.174, -1.392], [-1.352, 1.698, -0.912], [-2.364, 0.599, -0.501]],
  "nbo_charge": [-0.177, 0.209, -0.027, -0.574, -1.080, 0.210, 0.207, 0.276, 0.427, 0.428, 0.353, 0.371, 0.377],
  "orbital_gap_ev": 9.52,
  "total_charge": 1,
  "max_force_ev_per_a": 5.983
}

No. 2
{
  "formula": "C2H8N3",
  "method": "wB97M-V/def2-TZVPD",
  "symbols": ["C", "N", "C", "N", "N", "H", "H", "H", "H", "H", "H", "H", "H"],
  "positions_angstrom": [[-1.568, -1.049, -0.441], [-0.455, -0.275, -0.738], [0.422, 0.337, 0.078], [1.306, 1.210, -0.374], [0.411, -0.100, 1.330], [-2.197, -1.327, -1.357], [-2.254, -0.689, 0.372], [-1.220, -2.059, 0.033], [-0.142, -0.155, -1.797], [1.131, 1.933, -0.944], [1.997, 1.394, 0.444], [0.885, 0.264, 2.202], [-0.164, -0.926, 1.695]],
  "nbo_charge": [-0.454, -0.557, 0.671, -0.745, -0.789, 0.269, 0.234, 0.201, 0.438, 0.425, 0.419, 0.444, 0.444],
  "smiles": "CNC(N)=[NH2+]",
  "orbital_gap_ev": 11.41,
  "total_charge": 1,
  "max_force_ev_per_a": 6.990
}

No. 3
{
  "formula": "C2H8N3",
  "method": "wB97M-V/def2-TZVPD",
  "symbols": ["N", "C", "C", "N", "N", "H", "H", "H", "H", "H", "H", "H", "H"],
  "positions_angstrom": [[2.036, -0.449, 0.070], [0.801, -0.043, -0.371], [0.094, 1.176, -0.010], [-0.427, 0.018, 0.707], [-1.656, -0.467, -0.035], [2.314, -0.103, 1.005], [2.170, -1.400, 0.270], [0.603, -0.589, -1.362], [0.537, 1.781, 0.789], [-0.598, 1.587, -0.712], [-1.665, 0.010, -0.978], [-2.515, -0.057, 0.650], [-1.696, -1.465, -0.022]],
  "nbo_charge": [-0.781, 0.095, -0.291, -0.250, -0.588, 0.385, 0.391, 0.221, 0.262, 0.210, 0.430, 0.472, 0.444],
  "smiles": "N[C@@H]1CN1[NH3+]",
  "orbital_gap_ev": 10.06,
  "total_charge": 1,
  "max_force_ev_per_a": 5.145
}

No. 4
{
  "formula": "C2H8N3",
  "method": "wB97M-V/def2-TZVPD",
  "symbols": ["C", "C", "N", "N", "N", "H", "H", "H", "H", "H", "H", "H", "H"],
  "positions_angstrom": [[0.453, 0.898, 0.126], [-0.349, -1.535, -0.813], [0.558, -0.233, 0.932], [-0.153, 1.950, 0.546], [-0.457, -0.406, -0.028], [1.408, 1.110, -1.017], [-0.561, -2.304, -0.154], [-1.020, -1.539, -1.686], [0.603, -1.741, -1.192], [1.253, -0.945, 1.173], [-0.163, 2.814, 0.091], [-0.149, 2.122, 1.610], [-1.424, -0.191, 0.411]],
  "nbo_charge": [0.364, -0.436, -0.494, -0.829, -0.259, 0.214, 0.223, 0.250, 0.238, 0.441, 0.428, 0.431, 0.430],
  "orbital_gap_ev": 11.73,
  "total_charge": 1,
  "max_force_ev_per_a": 7.753
}

No. 5
{
  "formula": "C2H8N3",
  "method": "wB97M-V/def2-TZVPD",
  "symbols": ["C", "C", "N", "N", "N", "H", "H", "H", "H", "H", "H", "H", "H"],
  "positions_angstrom": [[0.947, 0.108, -0.285], [1.733, -1.074, -0.178], [-1.629, 1.092, 0.087], [1.416, 1.275, -0.183], [-2.683, 0.176, 0.164], [2.861, -0.988, -0.258], [1.261, -1.771, -0.906], [1.822, -1.500, 0.920], [2.469, 1.574, 0.023], [0.830, 2.113, -0.286], [-3.015, 0.201, -0.812], [-2.441, -0.744, 0.365], [-3.183, 0.676, 0.957]],
  "nbo_charge": [0.286, -0.794, -0.120, -0.706, -0.638, 0.240, 0.266, 0.291, 0.391, 0.420, 0.453, 0.436, 0.476],
  "orbital_gap_ev": [6.53, 6.69],
  "total_charge": 1,
  "max_force_ev_per_a": 3.998
}

No. 6
{
  "formula": "C2H8N3O",
  "method": "wB97M-V/def2-TZVPD",
  "symbols": ["C", "C", "N", "O", "N", "N", "H", "H", "H", "H", "H", "H", "H", "H"],
  "positions_angstrom": [[0.598, -0.540, -1.395], [-0.105, 0.002, -0.142], [-1.326, -0.420, 0.131], [-2.126, -1.138, -0.727], [0.615, 0.709, 0.622], [-0.104, 1.202, 1.810], [1.343, 0.142, -1.759], [-0.132, -0.520, -2.290], [1.089, -1.498, -1.150], [-1.845, 0.284, 0.754], [-2.993, -1.195, -0.467], [1.681, 0.841, 0.477], [-0.011, 2.174, 2.066], [0.123, 0.660, 2.627]],
  "nbo_charge": [-0.689, 0.518, -0.243, -0.503, -0.379, -0.679, 0.248, 0.280, 0.273, 0.430, 0.502, 0.450, 0.403, 0.387],
  "smiles": "C/C(NO)=[NH+]/N",
  "orbital_gap_ev": 11.39,
  "total_charge": 1,
  "max_force_ev_per_a": 6.106
}

No. 7
{
  "formula": "C2H8N3O2S",
  "method": "wB97M-V/def2-TZVPD",
  "symbols": ["C", "C", "N", "N", "N", "O", "O", "S", "H", "H", "H", "H", "H", "H", "H", "H"],
  "positions_angstrom": [[0.558, 1.823, 1.468], [0.385, 0.293, -2.274], [0.299, 0.495, 1.118], [0.471, 1.029, -1.063], [0.192, 0.232, -0.104], [-0.890, -2.010, -0.603], [-1.129, -2.954, 1.888], [-1.956, -2.632, 0.436], [1.475, 1.865, 2.224], [0.761, 2.428, 0.592], [-0.297, 2.201, 1.979], [-0.291, -0.536, -2.245], [0.126, 0.943, -3.090], [1.441, -0.190, -2.461], [-0.973, -2.131, 2.503], [-0.173, -0.857, -0.367]],
  "nbo_charge": [-0.461, -0.437, -0.364, -0.435, -0.012, -1.036, -0.925, 0.662, 0.167, 0.208, 0.185, 0.213, 0.176, 0.148, 0.472, 0.438],
  "orbital_gap_ev": 6.90,
  "total_charge": -1,
  "max_force_ev_per_a": 2.982
}

No. 8
{
  "formula": "C2H8N3O3",
  "method": "wB97M-V/def2-TZVPD",
  "symbols": ["C", "C", "N", "N", "N", "O", "O", "O", "H", "H", "H", "H", "H", "H", "H", "H"],
  "positions_angstrom": [[0.827, 0.340, 0.589], [-1.297, 0.264, -0.158], [-1.975, 0.248, 0.984], [2.315, -0.399, -1.170], [-0.919, -0.818, -0.841], [1.156, -0.868, 1.154], [-1.139, 1.474, -0.729], [1.419, 0.568, -0.482], [-2.046, 1.163, 1.476], [-2.455, -0.522, 1.417], [3.027, -0.712, -0.479], [2.695, 0.204, -1.885], [-0.216, -0.515, -1.549], [-0.927, -1.743, -0.269], [0.817, -0.858, 2.078], [-1.282, 2.175, -0.134]],
  "nbo_charge": [0.429, 0.801, -0.788, -0.539, -0.766, -0.716, -0.617, -0.371, 0.426, 0.438, 0.383, 0.380, 0.461, 0.457, 0.514, 0.508],
  "orbital_gap_ev": 9.71,
  "total_charge": 1,
  "max_force_ev_per_a": 3.591
}

> Number 6 is which compound?

C2H8N3O